The following is a quantum chemistry calculation of 2 unconnected molecules or ions with the total composition C5H20BN5O, from the Open Molecules 2025 dataset.

Each line ends with the Löwdin charge.
Cartesian coordinates (Å):
O  1.22505  -0.29820  -2.51648  0.15
N  1.79728  1.66184  3.35661  0.12
N  -1.94319  -1.94619  -0.61125  0.05
N  0.52738  -0.01143  2.08215  0.04
N  -0.05298  0.60624  -0.73341  0.13
N  -1.78153  -0.24346  -2.30489  0.09
C  -1.27497  0.85222  -1.30788  -0.16
C  1.09434  1.53841  2.23322  -0.17
C  -0.48990  -0.38286  1.10113  0.09
C  2.55339  -0.17913  -0.31807  0.04
C  -2.62124  -1.35159  -1.81936  -0.14
B  1.19883  0.01420  -1.18451  -0.58
H  -2.17065  0.85368  -0.55845  0.17
H  1.36316  2.16177  4.12657  0.14
H  -2.34970  0.14274  -3.06002  0.19
H  2.75271  1.56065  3.21210  0.10
H  -1.42464  -0.03516  1.36057  0.08
H  -2.79136  -1.96103  -2.69989  0.14
H  2.88922  0.63269  0.22969  0.04
H  -1.25968  1.74663  -1.88421  0.13
H  -0.35477  -1.40080  0.55936  0.12
H  -2.59658  -2.33581  0.06380  0.12
H  1.47687  1.55342  1.26778  0.08
H  -0.01432  -0.26321  2.87648  0.15
H  3.29219  -0.48190  -0.93781  0.04
H  2.11942  -0.21576  -2.88667  0.14
H  2.37953  -0.95446  0.41366  0.06
H  0.15387  2.06582  2.07602  0.15
H  -3.58968  -1.08763  -1.54287  0.12
H  1.41554  -0.59814  1.90483  0.17
H  -1.37099  -2.65925  -0.84825  0.05
H  -0.88963  -0.62297  -2.62167  0.14

total energy: -575.7257 Eh
E_HOMO: -16.9832 eV
energy above the lowest of the compared OMol25 structures with the same formula, charge and spin: 0.631 eV
net charge: +2